A molecular structure, C9H19N3O9Pb in a non-equilibrium geometry, computed with the ωB97M-V functional and the def2-TZVPD basis.

```
41
C9H19N3O9Pb, DFT the ωB97M-V functional and the def2-TZVPD basis
Pb -0.4676 -0.3265 -0.8386
C -0.4019 -1.8418 -3.1845
O 0.3994 -0.8042 -3.1227
O -1.0690 -2.1617 -4.1961
O -0.5537 -2.5082 -2.0583
C -3.3954 -0.5490 -1.0989
O -4.4120 -1.0126 -1.6540
O -2.8834 -1.0686 0.0148
O -2.6786 0.4186 -1.6024
C 0.4214 2.5056 -2.5724
O 0.7375 2.1975 -1.2144
C 2.1094 2.2696 -1.0034
C 2.5634 1.4654 0.2266
N 2.0898 0.0798 0.1339
C 2.1074 -0.5169 1.4778
C 1.5483 -1.9617 1.4305
O 0.2075 -1.9862 0.9498
C -0.2766 -3.2995 0.9219
H 0.8911 1.8418 -3.3031
H 0.6588 3.5457 -2.8212
H -0.6480 2.2955 -2.6312
H 2.5139 3.2922 -0.9992
H 2.6901 1.7536 -1.7879
H 2.1387 1.9619 1.1040
H 3.6552 1.4445 0.3480
H 2.7591 -0.4099 -0.4516
H 1.5135 0.0536 2.1867
H 3.1340 -0.6355 1.8618
H 1.6667 -2.4872 2.3825
H 2.0832 -2.4892 0.6263
H -0.4808 -3.7110 1.9228
H 0.3417 -3.9682 0.3143
H -1.2605 -3.4323 0.4662
C -1.8359 1.1155 2.0127
O -0.8216 0.5957 1.5658
N -1.7627 2.1429 2.9259
N -3.0507 0.6702 1.6636
H -0.8282 2.3149 3.2561
H -2.4623 2.4167 3.5911
H -3.8785 0.9307 2.1651
H -3.0626 -0.1418 0.9919
```

Frontier orbital gap: 4.6 eV
Total charge: -2
HOMO: 0.0475 eV
Total energy: -1388.6417 a.u.